Below is a gas-phase ion, C2H6O3P (charge -1) at a distorted geometry, with properties calculated with ωB97M-V/def2-TZVPD.

Calculated values
energy relative to the best compared isomer or geometry (same formula, charge and spin): 122.38 kJ/mol
strongest force on any atom: 3.58 eV/A
2S+1: 1
total charge: -1
E_HOMO: -4.29 eV

Each atom is followed by the atoms it is bonded to, with distances in Å.
Cartesian coordinates (Å):
1 C -1.04 0.89 0.52  C2 1.482, H7 1.110, H8 1.130, H9 1.141
2 C 0.37 0.57 0.17  C1 1.482, O5 1.463, P6 2.056, H10 1.150
3 O 1.76 -1.49 -1.50  P6 1.466
4 O -0.61 -0.81 -2.19  P6 1.494
5 O 1.03 0.09 1.39  C2 1.463, H11 0.982
6 P 0.43 -1.01 -1.14  C2 2.056, O3 1.466, O4 1.494, H12 1.496
7 H -1.53 0.05 1.05  C1 1.110
8 H -1.06 1.89 1.07  C1 1.130
9 H -1.74 0.95 -0.38  C1 1.141
10 H 1.00 1.39 -0.34  C2 1.150
11 H 1.35 -0.82 1.22  O5 0.982
12 H 0.03 -1.71 0.12  P6 1.496